{
  "formula": "C2H6N4S2",
  "method": "ωB97M-V/def2-TZVPD",
  "gap_ha": 0.2954,
  "e_homo_ev": -8.046,
  "e_lumo_ev": -0.01,
  "symbols": ["C", "C", "N", "N", "N", "N", "S", "S", "H", "H", "H", "H", "H", "H"],
  "coordinates": [[-2.3974, -0.1684, 0.5797], [-2.0179, -0.7723, 1.6480], [2.1080, 0.8263, 0.1122], [-0.1480, 0.9892, -0.3430], [1.0152, 0.4752, -0.3961], [0.9589, -0.7651, -1.1377], [-3.0060, 0.4096, -0.6984], [-0.3901, 2.4588, 0.3142], [-1.2102, -0.4537, 2.3333], [-2.7911, -1.2208, 2.2039], [3.0294, 0.4651, -0.1713], [0.1370, -0.8729, -1.5950], [1.7173, -0.7464, -1.8609], [-1.6683, 2.3062, 0.6680]],
  "forces_ev_per_angstrom": [[-0.3, -0.4, -0.2], [1.4, 0.8, 2.0], [0.3, 2.2, 1.0], [0.4, -1.5, -0.7], [0.3, -1.7, -1.4], [4.7, 0.3, 1.0], [-0.9, 0.3, -1.2], [1.0, 2.1, 1.3], [0.0, -0.2, -1.1], [-1.0, -1.0, 0.4], [-1.4, -0.8, -0.4], [-3.4, 0.1, -1.4], [-0.8, 0.1, 1.1], [-0.1, -0.3, -0.2]],
  "nbo_charge": [-0.04, -0.64, -0.57, -0.53, 0.29, -0.63, 0.16, 0.23, 0.26, 0.25, 0.37, 0.37, 0.36, 0.12]
}



{
  "formula": "C2H6N4S2",
  "method": "ωB97M-V/def2-TZVPD",
  "gap_ha": 0.2974,
  "e_homo_ev": -8.084,
  "e_lumo_ev": 0.01,
  "symbols": ["C", "C", "H", "H", "H", "H", "H", "H", "N", "N", "N", "N", "S", "S"],
  "coordinates": [[-0.1710, -1.0612, 1.9834], [-0.9296, 0.4021, -1.2066], [1.5333, -0.3288, 1.0641], [1.9018, -0.9038, 2.6866], [-1.9431, -0.8651, 0.7554], [-1.9947, 0.4744, -1.3297], [-0.8184, 1.3550, -2.8913], [2.0530, 2.3054, -2.1806], [1.0956, -1.2661, 1.6688], [-0.8556, -0.1035, 1.0578], [-0.2622, 0.1742, -0.0901], [-0.1895, 0.8712, -2.3142], [-0.9787, -1.7600, 3.1711], [1.5592, 0.7060, -2.3747]],
  "forces_ev_per_angstrom": [[-1.9, 2.0, -1.5], [3.9, 0.7, 2.9], [-2.1, -3.6, 1.2], [-3.4, -2.3, -3.4], [3.5, 3.1, 1.7], [-0.5, -0.3, 0.2], [0.2, 0.8, -1.8], [-1.2, -3.6, -0.2], [8.2, 5.6, 1.7], [-5.3, -5.2, 0.4], [-0.3, 1.0, -3.8], [0.9, -1.7, 1.9], [-0.8, -0.5, 1.0], [-1.1, 4.0, -0.2]],
  "nbo_charge": [0.17, 0.20, 0.41, 0.40, 0.31, 0.18, 0.40, 0.13, -0.79, -0.40, -0.33, -0.76, -0.09, 0.19]
}



{
  "formula": "C2H6N5O3",
  "method": "ωB97M-V/def2-TZVPD",
  "gap_ha": 0.3505,
  "total_charge": 1,
  "e_homo_ev": -13.998,
  "e_lumo_ev": -4.46,
  "symbols": ["C", "C", "N", "N", "N", "N", "N", "O", "O", "O", "H", "H", "H", "H", "H", "H"],
  "coordinates": [[1.1245, -1.2226, 0.7153], [1.4285, 0.9458, -0.3318], [-0.8199, 0.4909, 0.8667], [1.2557, -2.3537, 1.0115], [-1.9566, -0.1221, -0.5570], [-3.1210, -0.2707, -0.1344], [0.7422, -0.1062, 0.3201], [-0.7793, 1.6435, 0.9017], [-3.4295, 0.2352, 1.0583], [-3.8833, -0.8573, -0.8528], [1.5409, 1.9116, 0.1659], [1.0595, 1.0703, -1.4192], [2.6073, 0.7140, -0.3950], [-4.4091, 0.2507, 1.0255], [1.8019, -2.8011, 1.7350], [-1.5825, -0.5609, -1.3549]],
  "forces_ev_per_angstrom": [[-0.5, 1.2, -0.4], [4.3, 0.1, -3.0], [-0.9, 2.9, 3.0], [0.6, -0.9, 0.1], [2.0, 2.6, 2.8], [1.3, -1.7, -4.0], [0.8, -0.2, -0.1], [0.1, -2.3, -0.6], [-0.5, 0.2, -0.1], [-2.7, -0.3, 1.1], [-1.1, -0.2, 0.4], [0.5, -0.1, 1.8], [-2.6, 0.0, -0.2], [0.1, -0.1, 0.3], [-0.2, 0.0, 0.1], [-0.9, -1.1, -1.3]],
  "nbo_charge": [0.73, -0.47, 0.39, -0.55, -0.41, 0.60, -0.45, -0.19, -0.44, -0.34, 0.26, 0.24, 0.25, 0.53, 0.46, 0.41]
}



{
  "formula": "C2H6N6",
  "method": "ωB97M-V/def2-TZVPD",
  "gap_ha": [0.2612, 0.2694],
  "e_homo_ev": [-7.175, -7.274],
  "e_lumo_ev": [-0.07, 0.06],
  "symbols": ["C", "C", "N", "N", "N", "N", "N", "N", "H", "H", "H", "H", "H", "H"],
  "coordinates": [[-1.2281, -1.0756, 0.5181], [-0.2610, 0.9290, 1.5451], [-0.6008, -0.2386, 1.2674], [-1.1790, -1.2268, -0.8014], [-0.6702, -0.1943, -1.4266], [-0.8214, -0.1589, -2.7730], [2.0184, 0.5591, 1.2232], [0.9737, 1.4142, 1.6203], [-1.5021, -2.0131, 1.0084], [-1.1609, -1.0215, -3.2728], [-0.5862, 0.6658, -3.2682], [2.3889, -0.0250, 2.0013], [1.5889, 0.0173, 0.3606], [1.0398, 2.3682, 1.9974]],
  "forces_ev_per_angstrom": [[1.5, -1.8, 3.3], [-0.4, 1.5, 0.0], [-0.6, 0.1, -0.2], [0.5, 2.8, -5.1], [-1.2, -0.8, 0.4], [-0.7, -3.1, 1.0], [0.4, -0.5, -1.8], [-1.6, -0.9, 0.6], [-0.3, 0.3, 0.0], [0.4, 1.4, 0.8], [0.4, 0.5, 0.0], [-0.9, 0.3, -1.0], [1.6, 1.1, 2.6], [0.9, -1.0, -0.7]],
  "nbo_charge": [0.14, 0.29, -0.41, -0.32, -0.03, -0.61, -0.68, -0.47, 0.17, 0.38, 0.39, 0.36, 0.38, 0.41]
}



{
  "formula": "C2H6N6",
  "method": "ωB97M-V/def2-TZVPD",
  "gap_ha": [0.3281, 0.2823],
  "e_homo_ev": [-8.232, -7.984],
  "e_lumo_ev": [0.70, -0.30],
  "symbols": ["C", "C", "N", "N", "N", "N", "N", "N", "H", "H", "H", "H", "H", "H"],
  "coordinates": [[-1.4826, 0.5039, 0.0467], [-0.1525, -0.0373, 0.2431], [-2.2677, -0.5127, -0.0330], [-0.2122, -1.3128, 0.1834], [-1.5272, -1.5971, -0.0255], [-1.9502, 1.8203, 0.0282], [2.9248, -0.5183, -0.1373], [2.2730, 0.6214, 0.1394], [-2.0067, -2.4287, -0.3375], [-2.7136, 2.0486, -0.6219], [-1.2717, 2.5167, -0.1219], [3.2575, -0.5281, -1.0907], [3.0785, -1.1089, 0.6287], [2.0505, 0.5329, 1.0983]],
  "forces_ev_per_angstrom": [[1.2, 0.8, 0.4], [0.2, 1.5, -0.2], [-2.1, 0.0, -1.1], [-0.3, -1.8, -0.7], [0.5, 0.5, 0.8], [-1.2, -0.1, -0.3], [-1.1, 2.9, -0.9], [-0.4, -1.2, -1.2], [1.0, -0.3, 0.3], [0.4, -0.9, 0.6], [1.3, 0.5, 0.1], [0.2, -0.9, 0.5], [0.6, -1.5, 0.3], [-0.4, 0.4, 1.5]],
  "nbo_charge": [0.19, 0.11, -0.29, -0.34, -0.22, -0.81, -0.55, -0.35, 0.41, 0.38, 0.38, 0.39, 0.38, 0.32]
}



{
  "formula": "C2H6N6",
  "method": "ωB97M-V/def2-TZVPD",
  "gap_ha": 0.3479,
  "e_homo_ev": -8.688,
  "e_lumo_ev": 0.78,
  "smiles": "[H]/N=c1\\ncn(N)n1N",
  "symbols": ["H", "N", "C", "N", "C", "N", "N", "N", "N", "H", "H", "H", "H", "H"],
  "coordinates": [[1.9503, -0.8878, 2.4766], [1.7526, -1.0131, 1.4942], [0.8353, -0.2742, 1.0997], [0.0094, 0.7030, 1.8085], [-0.8410, 1.1305, 0.9584], [-0.7441, 0.5608, -0.2836], [-1.2325, 1.1715, -1.4758], [0.5305, -0.0939, -0.2880], [0.3536, -1.2839, -1.0901], [-1.6158, 1.8093, 1.0918], [-1.8231, 0.4523, -1.9841], [-0.3766, 1.3102, -2.0592], [-0.0239, -1.9411, -0.4394], [1.2251, -1.6436, -1.3090]],
  "forces_ev_per_angstrom": [[-0.2, -0.1, 0.3], [0.6, -0.8, 0.0], [-1.2, 2.9, -0.1], [1.0, -1.1, 0.4], [1.1, -1.4, -1.6], [-0.2, 0.3, 0.0], [0.7, -1.3, -0.4], [-1.0, -1.0, -1.1], [-1.5, 1.4, 1.0], [-1.1, 1.2, 0.5], [1.1, 1.0, 0.9], [-1.0, 0.1, 0.4], [-0.6, -0.9, 0.3], [2.3, -0.4, -0.6]],
  "nbo_charge": [0.37, -0.70, 0.51, -0.52, 0.28, -0.14, -0.63, -0.16, -0.64, 0.20, 0.37, 0.36, 0.34, 0.36]
}



{
  "formula": "C2H6N6",
  "method": "ωB97M-V/def2-TZVPD",
  "gap_ha": [0.2537, 0.2764],
  "spin_multiplicity": 3,
  "e_homo_ev": [-5.929, -8.665],
  "e_lumo_ev": [0.97, -1.14],
  "symbols": ["C", "C", "N", "N", "N", "N", "N", "N", "H", "H", "H", "H", "H", "H"],
  "coordinates": [[0.7117, 1.4533, -0.3419], [-1.3934, 0.7725, 0.7233], [-0.4897, 1.1286, 0.0074], [1.8315, 0.6872, -0.3003], [1.8694, -0.5130, 0.2248], [3.1419, -0.9846, 0.3360], [-2.6589, -0.9400, -0.3820], [-2.4637, -0.0323, 0.6923], [0.7938, 2.4345, -0.7387], [3.7972, -0.4220, -0.0692], [3.2866, -1.9397, 0.0647], [-3.6205, -0.7512, -0.7484], [-2.0100, -0.6255, -1.1013], [-2.7960, -0.2678, 1.6333]],
  "forces_ev_per_angstrom": [[4.6, -1.9, 0.1], [-1.1, -0.4, 2.2], [-2.4, -1.4, -0.7], [-0.5, 3.2, -0.6], [-1.5, -1.5, 0.2], [-1.9, -0.7, 1.0], [-1.3, -0.2, -0.5], [0.7, 1.2, 0.8], [0.6, 0.6, -0.5], [2.2, 2.2, -1.4], [-0.6, -0.4, 0.2], [1.1, -0.2, 0.2], [0.0, -0.2, 0.0], [0.0, -0.3, -1.0]],
  "nbo_charge": [0.26, 0.50, -0.56, -0.39, -0.11, -0.59, -0.64, -0.49, 0.18, 0.35, 0.36, 0.35, 0.36, 0.41]
}



{
  "formula": "C2H6N7O",
  "method": "ωB97M-V/def2-TZVPD",
  "gap_ha": 0.3487,
  "total_charge": 1,
  "e_homo_ev": -13.825,
  "e_lumo_ev": -4.34,
  "symbols": ["C", "C", "N", "N", "N", "N", "N", "N", "N", "O", "H", "H", "H", "H", "H", "H"],
  "coordinates": [[-0.6913, -0.7191, 0.4486], [1.4443, 0.3925, 0.1707], [2.5890, -0.8215, -1.1745], [2.3575, 0.3396, 1.0411], [3.5623, -0.6659, -0.4789], [3.5787, -0.1798, 0.7157], [-1.8945, -0.9466, 1.0183], [0.0472, 0.2745, 0.6301], [1.5801, 0.5717, -1.2044], [-0.1728, -1.5532, -0.4350], [-2.4827, -0.2429, 1.4461], [-2.3697, -1.6888, 0.5624], [-0.1959, 0.9929, 1.2994], [2.2559, 1.2342, -1.5609], [0.8464, 0.4048, -1.9378], [0.8493, -1.6151, -0.3798]],
  "forces_ev_per_angstrom": [[-1.4, -2.8, -1.1], [-2.6, -0.1, 0.0], [0.7, -2.1, -2.6], [1.0, -0.9, 0.4], [-1.0, -1.0, 1.3], [0.6, 2.2, 0.3], [1.5, 0.2, -1.1], [2.7, 5.2, 2.0], [-0.1, 1.3, -1.2], [-0.2, -1.7, 0.4], [0.4, 0.1, 0.0], [-0.7, -0.8, -0.1], [-0.1, 0.0, 0.2], [0.0, 0.5, 0.3], [0.7, -0.1, 1.5], [-1.5, 0.1, -0.2]],
  "nbo_charge": [0.82, 0.39, -0.10, -0.26, 0.03, -0.06, -0.75, -0.56, -0.61, -0.65, 0.44, 0.43, 0.44, 0.44, 0.46, 0.53]
}



{
  "formula": "C2H6NO3",
  "method": "ωB97M-V/def2-TZVPD",
  "gap_ha": 0.2919,
  "total_charge": -1,
  "e_homo_ev": -3.820,
  "e_lumo_ev": 4.12,
  "symbols": ["O", "C", "N", "C", "O", "H", "H", "H", "H", "H", "H", "O"],
  "coordinates": [[-1.4615, 0.6548, 0.8382], [-0.2472, 0.6692, 0.5208], [0.2614, 0.1558, -0.5829], [1.8679, 0.6707, -0.9843], [2.4737, 1.1039, 0.0367], [0.4657, 0.9886, 1.2827], [-0.4052, -0.2544, -1.2108], [2.1663, -0.2647, -1.4890], [1.6487, 1.4686, -1.7564], [-2.1701, -0.9561, 0.9941], [-1.9348, -2.4300, 1.2130], [-2.6650, -1.8064, 1.1379]],
  "forces_ev_per_angstrom": [[0.0, 0.0, -0.1], [-0.8, -1.0, 0.3], [1.0, 0.9, 0.6], [-0.8, 0.6, -0.3], [0.4, -0.3, 0.3], [0.4, 0.5, -0.4], [-0.3, 0.1, -0.4], [0.4, -0.2, 0.0], [-0.2, -0.6, 0.0], [-0.6, 0.0, 0.1], [-0.2, -0.1, 0.0], [0.6, 0.2, -0.1]],
  "nbo_charge": [-0.77, 0.50, -0.71, 0.21, -0.83, 0.14, 0.36, 0.07, 0.07, 0.51, 0.45, -0.99]
}



{
  "formula": "C2H6NO3",
  "method": "ωB97M-V/def2-TZVPD",
  "gap_ha": 0.2729,
  "total_charge": -1,
  "e_homo_ev": -4.331,
  "e_lumo_ev": 3.10,
  "symbols": ["O", "C", "N", "C", "O", "H", "H", "H", "H", "H", "H", "O"],
  "coordinates": [[-1.1064, 1.4230, 0.3817], [-0.1052, 0.5258, 0.0358], [1.0586, 0.3787, 0.6556], [1.9064, -0.6131, -0.0837], [2.0345, -0.3772, -1.3931], [-0.4423, -0.2366, -0.6640], [0.8754, 1.1850, -0.4558], [2.8794, -0.5781, 0.4386], [1.5610, -1.7021, 0.1630], [-1.9356, 0.8504, 0.2880], [-3.7892, -0.5612, 0.4997], [-2.9366, -0.2946, 0.1342]],
  "forces_ev_per_angstrom": [[4.0, -1.3, -0.2], [-4.0, 0.2, 1.4], [-1.1, 1.7, -1.2], [1.9, -1.9, -1.0], [-0.9, 0.4, 0.7], [0.1, 0.0, -0.3], [1.8, -0.4, 0.5], [0.0, 0.3, 0.3], [-0.5, 1.5, 0.0], [-2.0, -1.1, -0.1], [0.4, 0.3, 0.0], [0.4, 0.3, -0.1]],
  "nbo_charge": [-0.69, 0.27, -0.30, 0.07, -0.89, 0.24, 0.41, 0.10, 0.12, 0.54, 0.43, -1.31]
}



Looking at electronic energy for the records above, in order, we have -1094.983363 -1094.973598 -578.737036 -408.155830 -408.150230 -408.248519 -408.112765 -537.915653 -360.307164 -360.141770 a.u..
Looking at ΔE to the lowest compared entry with this formula, charge and spin for the records above, in order, we have 6.550 6.816 3.351 3.812 3.965 1.290 0.000 2.209 1.743 6.244 eV.